Molecular formula: C34H31CoN5O5S
Method: DFT, wB97M-V/def2-TZVPD

Geometry as XYZ:
```
77
Properties=species:S:1:pos:R:3
H -4.9997 -1.6081 -0.2924
N -2.3413 -1.7975 -1.0243
C 2.7161 2.1092 -0.5613
C 1.3166 1.8690 -0.8004
C -3.2302 -0.4342 -3.1978
H 4.6551 1.2233 -0.4856
H -1.3331 -0.3318 -4.1979
S -2.9207 -2.0139 -2.5189
O -0.1983 -3.8258 -1.0180
C -2.5065 1.4498 -4.4755
C -4.2763 -1.5946 0.5114
H -0.9517 -7.0526 -1.6316
C 3.1642 -0.2738 -0.9048
C -1.3311 1.1207 -0.9973
H -4.0785 3.4260 -5.8516
C 1.8257 -0.5237 -1.1024
C 4.2780 2.5807 3.7282
O -1.7035 -2.5215 -3.1441
H 3.8722 -1.0891 -0.9784
O -4.1268 -2.7752 -2.5212
H 0.6552 -1.9671 4.0214
C -2.4314 -1.6689 2.6281
H -1.6398 -4.6884 -2.1764
C -4.6621 1.4667 -3.4219
C 5.6536 2.5891 3.9650
N -0.6728 -1.8084 0.9596
C 3.7946 2.9557 2.4867
H -1.3420 -6.1292 -0.1734
N 3.0756 3.3695 -0.2287
C 6.5309 3.0488 2.9729
H 6.0625 1.3399 6.9298
H -4.1609 -1.5246 3.9202
H -1.8023 3.2020 -0.7873
H -5.1928 -0.3057 -2.3306
C -0.6458 -4.9483 -1.8328
C 3.6020 1.0280 -0.6342
H -4.8639 3.9223 -4.3531
C -3.7059 2.1104 -4.2036
C -0.1219 -1.8803 3.2758
O 1.3001 -1.7224 -1.3930
C 0.3112 2.8496 -0.7418
C -3.9603 3.4799 -4.7680
O 6.2332 2.1858 5.1141
C 6.0534 3.4277 1.7470
C -1.9979 -1.7122 1.2962
H 4.7394 2.4580 6.5355
C -3.8192 -1.5633 2.8943
N -0.4037 0.1904 -1.0953
H -5.7662 -1.4597 2.0614
C -4.4365 0.1948 -2.9210
C -4.7060 -1.5285 1.8578
H 2.7287 2.9742 2.3000
H -1.7589 1.9359 -5.0908
Co -0.5158 -1.8031 -1.1594
C 4.6757 3.3360 1.4604
C 0.9110 0.5502 -1.0093
C -0.6466 -6.2119 -1.0081
H -5.6023 1.9614 -3.2122
H 1.2583 -1.9741 1.5983
H 0.5943 3.8860 -0.6125
C -2.2587 0.1830 -3.9798
H 0.0040 -5.0293 -2.7041
H 0.7621 -3.8758 -0.9173
N 4.2693 3.6191 0.1902
H 3.5821 2.3034 4.5064
C 0.2226 -1.8970 1.9112
C -1.0057 2.4740 -0.8407
H 4.7990 0.8392 5.7838
H -1.7278 -1.7338 4.6709
H -3.1207 4.1460 -4.5669
H -2.3628 0.7977 -1.0219
C -1.4349 -1.7562 3.6284
H 0.3476 -6.4299 -0.6136
C 5.3975 1.6799 6.1424
C -2.9409 -1.6878 0.2309
H 6.7245 3.7722 0.9715
H 7.5873 3.0917 3.2012
```

Values from the calculation:
LUMO energy (spin up / spin down)	-4.56 / -4.44	eV
HOMO-LUMO gap (spin up / spin down)	4.902 / 6.395	eV
HOMO energy (spin up / spin down)	-9.466 / -10.837	eV
multiplicity	5
net charge	+1
<S²>	6.137